Entry 1:
A molecular structure, BCd3H24O18P2 in a non-equilibrium geometry, computed with ωB97M-V/def2-TZVPD.

Properties
2S+1	1
E_tot	-70196.73127	eV
M	722.170	g mol⁻¹
charge	-1
highest occupied orbital energy	-3.222	eV

Atoms and positions in Å:
Cd1 -11.82081 -1.51217 19.55830
Cd2 -14.44150 0.53809 21.28586
Cd3 -13.73792 -2.17584 16.99116
P1 -11.27976 -3.05020 17.28538
O1 -12.48663 -3.14357 18.28339
O2 -11.98431 -2.57359 15.97987
O3 -10.36354 -4.24192 17.11944
O4 -10.35771 -2.10867 18.12041
P2 -14.41824 -0.71554 19.06199
O5 -13.15366 -0.56204 18.17733
O6 -15.25333 0.51550 19.46527
O7 -13.72191 -1.12007 20.38174
O8 -15.18000 -1.86639 18.35462
B1 -10.63281 0.16451 20.53434
H1 -9.99472 -0.75527 20.43165
H2 -11.02834 0.46156 19.51662
H3 -11.59256 -0.06995 21.08959
H4 -10.11334 1.02049 21.11313
O9 -15.11948 -3.48308 16.13831
H5 -15.78938 -3.66142 16.81852
H6 -15.47906 -3.87321 15.33207
O10 -15.96487 2.54127 17.67051
H7 -15.64549 3.27348 18.20448
H8 -15.59620 1.73992 18.09836
O11 -17.87199 0.89665 19.56545
H9 -16.90010 1.06050 19.52174
H10 -17.98649 0.02272 19.16445
O12 -17.63848 -1.13187 17.51073
H11 -16.72151 -1.34543 17.82735
H12 -17.54379 -0.31800 17.00118
O13 -13.00250 1.81552 20.55212
H13 -12.07857 1.44520 20.54174
H14 -13.03809 2.43172 19.79632
O14 -16.03950 -0.65000 22.24751
H15 -16.39881 -1.45215 21.83423
H16 -16.25497 -0.72735 23.18455
O15 -15.62459 -4.03063 19.81802
H17 -15.65267 -3.20110 19.27888
H18 -14.73531 -4.37820 19.66106
O16 -14.19638 -0.83500 15.36335
H19 -14.03768 0.11385 15.25695
H20 -14.55291 -1.12622 14.51599
O17 -11.47155 -3.02276 21.08425
H21 -10.80644 -3.68842 20.85039
H22 -11.84291 -3.31566 21.92317
O18 -12.24190 1.98675 17.74409
H23 -11.30206 2.05198 17.95227
H24 -12.44565 1.02324 17.84867

***

Entry 2:
A molecular structure, C3H7N3 in a non-equilibrium geometry, computed with ωB97M-V/def2-TZVPD.

Properties
2S+1	3
E_tot	-7668.67716	eV
M	85.110	g mol⁻¹
charge	+2
highest occupied orbital energy (spin up / spin down)	-18.626 / -22.320	eV

Atoms and positions in Å:
C1 -0.21512 1.43934 -0.21409
C2 -1.61821 -0.36586 0.24437
C3 1.03322 0.75082 0.18441
N1 -1.35080 0.90806 -0.07822
N2 -0.75393 -1.27104 -0.12084
N3 0.93113 -0.58726 -0.25504
H1 -0.15984 2.38460 -0.70245
H2 -2.44881 -0.75099 0.81526
H3 1.77768 1.06111 -0.47481
H4 1.05191 0.89479 1.21413
H5 -0.77736 -2.33061 0.00620
H6 1.20209 -1.01752 -1.18394
H7 1.32804 -1.11544 0.56502

***

Entry 3:
2 unconnected molecules or ions with the total composition C6H16NO4 in a non-equilibrium geometry, computed with ωB97M-V/def2-TZVPD.

Properties
2S+1	1
E_tot	-16149.04993	eV
M	166.197	g mol⁻¹
charge	+1
highest occupied orbital energy	-10.358	eV

Atoms and positions in Å:
C1 -2.30721 1.25324 1.00098
C2 3.12006 -0.46162 1.80151
C3 0.63711 -1.60294 -1.10492
C4 2.64205 2.13050 -1.39834
C5 -1.85167 -0.63647 -0.49775
C6 2.27464 -0.04025 -0.33818
N1 -3.11886 -1.36708 -0.03573
O1 -1.47376 0.18548 0.63570
O2 3.06138 0.35596 0.61352
O3 1.71637 -1.18030 -0.25341
O4 2.06458 0.71396 -1.35781
H1 -3.13026 0.68073 1.48069
H2 -2.64795 1.97822 0.21091
H3 -1.72241 1.77223 1.84866
H4 2.25821 -0.40381 2.48314
H5 4.18421 -0.38918 2.29589
H6 2.98251 -1.52502 1.44811
H7 0.67127 -1.27672 -2.08065
H8 -0.43438 -1.27450 -0.79356
H9 0.61340 -2.72875 -1.01400
H10 2.96490 2.30876 -2.36997
H11 3.26675 2.37194 -0.57407
H12 1.76284 2.86784 -1.15268
H13 -2.37825 0.02351 -1.20624
H14 -3.82456 -0.74887 0.33563
H15 -2.84761 -2.04137 0.83819
H16 -3.38190 -1.82531 -0.94181

***

For the records above, the corresponding energy relative to the best compared isomer or geometry (same formula, charge and spin) values read 0.0 68.2 122.9 kcal/mol.